No. 1
ORCA calculation (ωB97M-V with the def2-TZVPD basis set) on C2HFIrO as an isolated structure.

Computed properties:
⟨S²⟩: 6.006
Lowest unoccupied orbital energy (spin up / spin down), eV: -18.62 / -20.82
Kohn-Sham gap (spin up / spin down), eV: 9.55 / 8.25
Total charge: +3
Multiplicity: 5
HOMO energy (spin up / spin down), eV: -28.17 / -29.07

Structure (XYZ):
```
6
Properties=species:S:1:pos:R:3:forces:R:3
H 0.23583 0.05718 1.71068 2.20 0.92 0.85
C -0.15883 0.04966 0.00431 -1.61 2.04 -5.10
C 0.94265 0.12963 0.75136 1.52 -4.54 2.64
O -0.94754 0.43543 -0.80004 4.24 -0.01 6.12
F 1.96090 -0.67635 0.53879 -1.93 2.75 0.84
Ir -2.03302 0.00444 -2.20510 -4.42 -1.16 -5.35
```
Forces are in eV/Å.

Atomic charges from the natural (NBO) analysis, expressed in e, are listed below: atom 1 (H): 0.36, atom 2 (C): 0.85, atom 3 (C): 0.43, atom 4 (O): -0.51, atom 5 (F): -0.03, atom 6 (Ir): 1.89

No. 2
ORCA calculation (ωB97M-V with the def2-TZVPD basis set) on one molecule with the formula C2HFO.

Computed properties:
Relative energy (zero: lowest compared OMol25 entry of this formula, charge and spin), kJ/mol: 267.7
Lowest unoccupied orbital energy, eV: -0.73
Kohn-Sham gap, eV: 8.69
Total charge: 0
Multiplicity: 1
HOMO energy, eV: -9.41

Structure (XYZ):
```
5
Properties=species:S:1:pos:R:3:forces:R:3
C 0.57009 -0.08937 -0.09410 -2.88 -2.76 -0.50
C -0.59838 0.50556 0.34964 -1.68 1.39 1.48
O 0.30940 -1.30819 0.00561 0.44 0.46 -0.21
F -1.78771 0.58198 -0.17403 1.35 -0.41 -0.49
H 1.50660 0.31003 -0.08712 2.76 1.33 -0.28
```
Forces are in eV/Å.

Atomic charges from the natural (NBO) analysis, expressed in e, are listed below: atom 1 (C): 0.17, atom 2 (C): 0.43, atom 3 (O): -0.50, atom 4 (F): -0.26, atom 5 (H): 0.16

No. 3
ORCA calculation (ωB97M-V with the def2-TZVPD basis set) on a 2-piece molecular cluster, C2HFO3 overall.

Computed properties:
Relative energy (zero: lowest compared OMol25 entry of this formula, charge and spin), kJ/mol: 22.1
Lowest unoccupied orbital energy, eV: 0.42
Kohn-Sham gap, eV: 12.49
Total charge: 0
Multiplicity: 1
HOMO energy, eV: -12.06
SMILES string: O=C=O.O=CF

Structure (XYZ):
```
7
Properties=species:S:1:pos:R:3:forces:R:3
O 4.06784 -0.56958 -0.42939 1.77 -0.79 -0.39
C 3.10522 -0.28280 0.11549 0.57 0.14 -1.18
O 2.11129 0.07948 0.52949 -2.31 0.69 1.57
O -0.23925 -1.78930 -0.07792 0.50 -0.45 -0.01
C -0.79413 -0.76883 -0.12744 -0.77 2.97 -0.10
F -2.18042 -0.70614 -0.13339 1.21 0.12 -0.01
H -0.36359 0.35951 -0.17401 -0.97 -2.68 0.11
```
Forces are in eV/Å.

Atomic charges from the natural (NBO) analysis, expressed in e, are listed below: atom 1 (O): -0.50, atom 2 (C): 1.03, atom 3 (O): -0.52, atom 4 (O): -0.50, atom 5 (C): 0.73, atom 6 (F): -0.36, atom 7 (H): 0.14

What did the third record say?
ORCA calculation (ωB97M-V with the def2-TZVPD basis set) on a 2-piece molecular cluster, C2HFO3 overall.

Computed properties:
Relative energy (zero: lowest compared OMol25 entry of this formula, charge and spin), kJ/mol: 22.1
Lowest unoccupied orbital energy, eV: 0.42
Kohn-Sham gap, eV: 12.49
Total charge: 0
Multiplicity: 1
HOMO energy, eV: -12.06
SMILES string: O=C=O.O=CF

Structure (XYZ):
```
7
Properties=species:S:1:pos:R:3:forces:R:3
O 4.06784 -0.56958 -0.42939 1.77 -0.79 -0.39
C 3.10522 -0.28280 0.11549 0.57 0.14 -1.18
O 2.11129 0.07948 0.52949 -2.31 0.69 1.57
O -0.23925 -1.78930 -0.07792 0.50 -0.45 -0.01
C -0.79413 -0.76883 -0.12744 -0.77 2.97 -0.10
F -2.18042 -0.70614 -0.13339 1.21 0.12 -0.01
H -0.36359 0.35951 -0.17401 -0.97 -2.68 0.11
```
Forces are in eV/Å.

Atomic charges from the natural (NBO) analysis, expressed in e, are listed below: atom 1 (O): -0.50, atom 2 (C): 1.03, atom 3 (O): -0.52, atom 4 (O): -0.50, atom 5 (C): 0.73, atom 6 (F): -0.36, atom 7 (H): 0.14